Molecular formula: C55H121F2N7O7S2
Method: DFT, ωB97M-V/def2-TZVPD

Geometry (Å):
N 8.168 -0.133 17.244
S 8.888 1.151 17.602
O 8.254 2.380 17.194
O 10.365 1.076 17.616
F 8.481 1.044 19.189
S 8.903 -0.232 15.653
O 10.023 -1.172 15.478
O 8.889 0.922 14.748
F 7.771 -1.178 15.013
C 6.285 0.930 12.689
C 5.300 0.496 13.806
C 5.362 1.279 15.121
N 4.376 0.867 16.231
C 2.931 0.812 15.834
C 2.315 2.180 15.539
C 2.538 3.241 16.677
C 3.949 3.204 17.251
C 4.543 1.781 17.509
C 4.707 -0.638 16.645
H 7.205 0.355 12.590
H 6.531 1.989 12.773
H 5.789 0.810 11.726
H 5.561 -0.544 14.001
H 4.355 0.424 13.267
H 4.973 2.284 14.956
H 6.354 1.467 15.532
H 2.695 0.069 15.072
H 2.321 0.451 16.662
H 2.709 2.673 14.650
H 1.269 2.032 15.271
H 2.412 4.243 16.267
H 1.754 3.080 17.418
H 4.594 3.685 16.516
H 4.010 3.883 18.101
H 5.604 1.785 17.759
H 4.015 1.245 18.298
H 4.363 -0.808 17.665
H 5.796 -0.592 16.619
H 4.310 -1.313 15.888
C 6.544 5.177 14.595
C 7.408 5.895 15.533
C 6.985 5.760 17.047
N 7.781 6.715 17.986
C 9.306 6.552 17.936
C 9.709 5.174 18.442
C 9.414 5.176 19.940
C 7.777 5.313 20.071
C 7.145 6.501 19.421
C 7.651 8.227 17.545
H 6.595 4.101 14.758
H 6.828 5.329 13.553
H 5.530 5.576 14.635
H 7.521 6.907 15.143
H 8.383 5.410 15.533
H 7.106 4.759 17.462
H 5.977 6.164 17.150
H 9.699 6.836 16.960
H 9.674 7.323 18.612
H 9.209 4.326 17.974
H 10.762 4.906 18.357
H 9.736 4.253 20.423
H 9.930 5.961 20.493
H 7.176 4.456 19.766
H 7.607 5.434 21.141
H 6.064 6.520 19.285
H 7.509 7.423 19.875
H 8.161 8.223 16.581
H 8.127 8.957 18.200
H 6.587 8.460 17.497
C 14.835 8.348 16.742
C 14.568 6.921 16.665
C 14.175 6.556 15.240
N 13.584 5.124 15.019
C 12.201 5.138 15.764
C 11.298 3.866 15.378
C 11.217 3.648 13.899
C 12.616 3.542 13.173
C 13.403 4.840 13.498
C 14.456 3.972 15.645
H 15.176 8.765 17.690
H 13.918 8.922 16.612
H 15.556 8.764 16.039
H 13.971 6.481 17.464
H 15.573 6.507 16.745
H 15.078 6.663 14.639
H 13.275 7.085 14.925
H 11.695 6.084 15.574
H 12.397 5.143 16.837
H 10.333 3.884 15.885
H 11.592 2.909 15.808
H 10.742 4.531 13.472
H 10.549 2.822 13.657
H 12.394 3.524 12.106
H 13.243 2.681 13.404
H 12.878 5.716 13.116
H 14.446 4.832 13.182
H 13.770 3.130 15.548
H 14.673 4.087 16.707
H 15.406 3.995 15.111
C 16.729 -4.694 20.872
C 16.053 -4.196 19.610
C 15.907 -2.618 19.827
N 15.187 -1.962 18.606
C 13.659 -2.138 18.723
C 12.856 -1.397 17.591
C 13.177 0.103 17.522
C 14.752 0.304 17.589
C 15.555 -0.457 18.669
C 15.664 -2.542 17.278
H 16.721 -5.784 20.890
H 16.169 -4.435 21.770
H 17.725 -4.314 21.100
H 15.038 -4.585 19.518
H 16.777 -4.367 18.814
H 16.891 -2.152 19.864
H 15.286 -2.393 20.694
H 13.391 -1.726 19.696
H 13.444 -3.206 18.747
H 11.787 -1.608 17.630
H 13.125 -1.850 16.636
H 12.822 0.718 18.349
H 12.925 0.607 16.589
H 15.013 1.350 17.748
H 15.187 0.093 16.612
H 15.453 -0.114 19.699
H 16.609 -0.470 18.393
H 15.357 -2.088 16.336
H 15.488 -3.616 17.223
H 16.754 -2.552 17.307
C 10.555 -4.036 19.170
C 9.202 -3.436 18.706
C 8.068 -4.013 19.576
N 6.662 -3.396 19.341
C 5.701 -4.325 20.202
C 5.469 -5.688 19.529
C 5.093 -5.579 17.952
C 6.202 -4.780 17.319
C 6.284 -3.306 17.864
C 6.615 -1.923 19.852
H 11.361 -3.774 18.484
H 10.507 -5.107 19.365
H 10.817 -3.452 20.053
H 9.006 -3.827 17.708
H 9.302 -2.352 18.644
H 8.274 -3.738 20.610
H 8.048 -5.101 19.522
H 6.033 -4.347 21.239
H 4.830 -3.670 20.232
H 6.233 -6.466 19.524
H 4.647 -6.220 20.008
H 5.173 -6.497 17.370
H 4.123 -5.145 17.708
H 7.151 -5.303 17.440
H 5.953 -4.683 16.263
H 7.034 -2.685 17.375
H 5.259 -2.936 17.849
H 7.316 -1.421 19.184
H 6.938 -1.817 20.887
H 5.695 -1.376 19.646
C 8.276 -4.303 14.390
C 9.021 -5.383 13.600
C 8.112 -6.638 13.343
N 8.714 -7.697 12.334
C 8.984 -7.064 10.943
C 9.056 -8.084 9.787
C 7.949 -9.087 9.818
C 7.811 -9.813 11.212
C 7.721 -8.888 12.403
C 10.069 -8.213 12.828
H 7.496 -3.794 13.823
H 8.992 -3.516 14.626
H 7.879 -4.727 15.312
H 9.868 -5.699 14.209
H 9.349 -4.805 12.736
H 7.080 -6.387 13.101
H 8.105 -7.207 14.272
H 8.114 -6.431 10.763
H 9.780 -6.330 11.069
H 9.168 -7.628 8.804
H 9.945 -8.671 10.018
H 7.061 -8.461 9.732
H 7.897 -9.776 8.975
H 6.971 -10.504 11.284
H 8.665 -10.491 11.197
H 6.799 -8.316 12.304
H 7.813 -9.488 13.309
H 10.355 -9.020 12.152
H 9.881 -8.553 13.846
H 10.868 -7.482 12.706
O 6.313 2.510 20.946
C 6.837 2.508 22.130
O 7.338 1.458 22.394
O 6.797 3.536 22.804
H 6.533 1.576 20.988

For the relative energy (zero: lowest compared OMol25 entry of this formula, charge and spin), the calculation gives 463.8 kJ/mol. The net charge is +4. Its frontier orbital gap is 5.41 eV.

Here are the Mulliken charges for atoms 1 to 4, given in e: -0.18, -0.39, 0.49, -0.25

***

Molecular formula: C43H66N5O7P2S2SbSiTi
Method: DFT, ωB97M-V/def2-TZVPD

Geometry (Å):
Ti 0.032 -1.028 0.575
C 4.134 -1.109 -5.197
C 2.851 -1.544 -4.493
N 3.063 -2.333 -3.286
C 3.517 -3.719 -3.452
C 5.017 -3.887 -3.203
C 3.052 -1.757 -2.043
S 3.193 -0.106 -1.834
N 3.041 -2.691 -1.039
C 2.575 -2.616 0.130
O 1.553 -1.902 0.496
C 3.148 -3.544 1.151
C 2.729 -3.481 2.471
C 3.255 -4.343 3.423
C 4.215 -5.273 3.066
C 4.657 -5.322 1.752
C 4.130 -4.461 0.804
H 3.894 -0.422 -6.010
H 4.669 -1.965 -5.619
H 4.781 -0.595 -4.484
H 2.240 -2.140 -5.173
H 2.284 -0.663 -4.213
H 3.274 -4.023 -4.470
H 2.968 -4.363 -2.769
H 5.601 -3.293 -3.909
H 5.308 -4.938 -3.298
H 5.261 -3.545 -2.194
H 2.007 -2.725 2.749
H 2.920 -4.285 4.449
H 4.621 -5.951 3.805
H 5.417 -6.036 1.469
H 4.468 -4.489 -0.225
N -5.060 -2.389 1.131
C -3.869 -1.834 0.329
C -4.325 -1.296 -1.019
P -2.702 -3.333 0.204
O -2.591 -3.633 -1.375
O -3.507 -4.442 0.825
O -1.329 -3.044 0.741
P -3.158 -0.549 1.489
O -3.956 0.770 1.185
O -3.580 -1.078 2.835
O -1.686 -0.353 1.221
H -4.882 -3.424 1.167
H -5.947 -2.130 0.720
H -4.927 -2.003 2.096
H -4.599 -2.108 -1.695
H -3.537 -0.703 -1.487
H -5.168 -0.614 -0.889
H -1.886 -3.075 -1.760
H -3.566 1.274 0.334
C -0.825 -4.768 4.383
C -1.764 -3.596 4.096
N -1.352 -2.317 4.666
C -1.651 -2.046 6.063
C -0.468 -2.277 7.006
C -0.631 -1.439 3.925
C -0.584 -0.006 4.384
N -0.017 -1.738 2.826
H -1.144 -5.640 3.808
H -0.825 -5.035 5.443
H 0.199 -4.526 4.088
H -2.758 -3.815 4.483
H -1.874 -3.472 3.023
H -2.473 -2.698 6.351
H -2.006 -1.023 6.172
H -0.097 -3.301 6.917
H -0.758 -2.103 8.048
H 0.357 -1.602 6.761
H -1.605 0.364 4.510
H -0.093 0.576 3.612
H -0.042 0.113 5.324
H -0.143 -2.711 2.544
S -2.593 1.797 -1.370
Sb -2.365 4.126 -1.728
C -4.276 4.205 -3.013
C -5.237 5.170 -2.719
C -6.501 5.161 -3.317
C -6.831 4.165 -4.227
C -5.890 3.180 -4.532
C -4.634 3.205 -3.931
C -0.195 5.619 -0.597
C 1.171 5.782 -0.900
C 2.003 6.648 -0.178
C 1.482 7.392 0.879
C 0.130 7.262 1.198
C -0.676 6.384 0.466
C -1.081 3.847 -3.455
C 0.126 3.163 -3.281
C 0.993 2.945 -4.348
C 0.652 3.390 -5.622
C -0.551 4.061 -5.816
C -1.404 4.297 -4.736
H -4.999 5.948 -1.989
H -7.233 5.925 -3.062
H -7.813 4.149 -4.692
H -6.146 2.383 -5.229
H -3.916 2.416 -4.155
H 1.615 5.215 -1.726
H 3.065 6.737 -0.426
H 2.122 8.062 1.448
H -0.287 7.846 2.020
H -1.738 6.291 0.743
H 0.389 2.780 -2.297
H 1.933 2.424 -4.176
H 1.323 3.223 -6.459
H -0.828 4.395 -6.811
H -2.339 4.823 -4.898
C 3.319 2.683 0.492
Si 2.280 1.485 1.497
C 3.440 0.093 2.029
C 1.881 2.442 3.087
C 0.693 0.968 0.678
H 4.306 2.819 0.953
H 2.826 3.661 0.434
H 3.468 2.322 -0.530
H 4.221 0.463 2.700
H 3.926 -0.344 1.143
H 2.888 -0.705 2.543
H 2.621 3.237 3.239
H 1.888 1.795 3.978
H 0.894 2.917 3.015
H 0.715 1.257 -0.379
H -0.141 1.498 1.130
C -0.382 -1.316 -1.468
H 0.226 -0.681 -2.107
H -1.426 -1.075 -1.683
H -0.159 -2.361 -1.731

For the relative energy (zero: lowest compared OMol25 entry of this formula, charge and spin), the calculation gives 73.9 kJ/mol. The net charge is -2. Its frontier orbital gap is 3.80 eV.

Here are the Mulliken charges for atoms 1 to 4, given in e: -1.88, -1.17, -0.84, 0.28

***

Molecular formula: C7H7FN2
Method: DFT, ωB97M-V/def2-TZVPD

Geometry (Å):
C 1.163 -1.196 1.771
C -0.143 -1.264 2.192
C 1.460 -0.670 0.476
C -1.144 -0.560 1.446
C 0.490 -0.040 -0.309
C -0.772 -0.127 0.233
C -0.586 1.065 -2.134
N 0.652 0.744 -1.362
N -1.758 1.124 -1.314
F -1.608 2.406 -0.727
H 1.800 -1.699 2.488
H -0.202 -1.718 3.165
H 2.427 -0.615 0.120
H -2.158 -0.385 1.621
H -0.460 1.931 -2.840
H -0.605 0.094 -2.851
H 1.444 0.909 -1.974

For the relative energy (zero: lowest compared OMol25 entry of this formula, charge and spin), the calculation gives 409.8 kJ/mol. Its frontier orbital gap is 8.19 eV.

Here are the Mulliken charges for atoms 1 to 4, given in e: -0.31, -0.38, -0.66, -0.78

***

Molecular formula: C17H21N3O3S
Method: DFT, ωB97M-V/def2-TZVPD

Geometry (Å):
O -0.215 -1.918 -2.124
C 0.911 -1.675 -1.750
N 1.511 -0.470 -1.661
H 2.439 -0.499 -1.260
C 0.931 0.857 -1.783
C -0.387 0.868 -2.551
C -0.905 2.298 -2.674
C -1.112 2.912 -1.292
C 0.196 2.900 -0.510
C 0.728 1.475 -0.395
H 1.672 1.466 0.157
H 0.011 0.864 0.152
H 0.040 3.313 0.489
H 0.932 3.525 -1.021
H -1.479 3.936 -1.389
H -1.862 2.334 -0.748
H -1.846 2.297 -3.225
H -0.188 2.903 -3.235
H -0.239 0.429 -3.537
H -1.117 0.257 -2.023
H 1.664 1.464 -2.335
N 1.796 -2.727 -1.462
N 2.748 -2.536 -0.454
H 3.644 -2.947 -0.703
S 2.215 -3.240 1.027
O 3.360 -3.281 1.883
O 1.533 -4.461 0.704
C 1.045 -2.020 1.580
C -0.237 -2.066 1.118
C -1.149 -1.056 1.492
C -2.463 -1.014 0.981
C -3.313 -0.005 1.340
C -2.893 0.995 2.232
C -1.626 0.979 2.745
C -0.716 -0.037 2.385
C 0.616 -0.053 2.861
C 1.491 -1.019 2.451
H 2.515 -1.055 2.784
H 0.932 0.722 3.544
H -1.298 1.751 3.426
H -3.580 1.781 2.505
H -4.315 0.031 0.938
H -2.770 -1.783 0.289
H -0.554 -2.863 0.464
H 1.332 -3.634 -1.417

For the relative energy (zero: lowest compared OMol25 entry of this formula, charge and spin), the calculation gives 167.5 kJ/mol. Its structure (SMILES) is O=C(NNS(=O)(=O)c1ccc2ccccc2c1)NC1CCCCC1. Its frontier orbital gap is 8.80 eV.

Here are the Mulliken charges for atoms 1 to 4, given in e: -0.64, 0.21, -0.02, 0.35

***

Molecular formula: C14H25ClINOPPr
Method: DFT, ωB97M-V/def2-TZVPD

Geometry (Å):
C -1.497 1.934 -0.910
I -0.381 2.157 1.951
H -1.429 2.005 -2.010
H -0.755 2.640 -0.491
H -2.496 2.255 -0.609
Pr 1.390 -1.492 0.416
P -2.501 -0.595 0.201
C -3.479 0.266 1.426
C -3.651 -1.142 -1.061
H -1.035 -2.585 0.238
H -2.466 -2.739 1.259
H -1.139 -1.738 1.866
C -1.689 -2.024 0.949
H -3.138 -1.729 -1.840
H -4.425 -1.773 -0.594
H -4.338 -0.372 1.686
H -3.858 1.208 1.012
H -4.139 -0.265 -1.522
H -2.873 0.477 2.314
C -1.219 0.519 -0.508
O -0.065 -0.027 -0.727
Cl 1.602 -3.805 -0.555
C 2.682 3.398 -1.305
N 3.255 3.679 0.032
C 2.700 4.939 0.599
C 3.134 2.506 1.006
C 3.884 1.325 0.468
C 5.269 1.437 0.228
C 5.946 0.408 -0.438
C 5.265 -0.717 -0.878
C 3.874 -0.837 -0.625
C 3.228 0.156 0.101
H 1.611 3.232 -1.215
H 3.171 2.529 -1.740
H 2.873 4.277 -1.924
H 4.263 3.816 -0.089
H 1.624 4.826 0.721
H 3.169 5.110 1.572
H 2.939 5.754 -0.092
H 3.513 2.899 1.956
H 2.063 2.310 1.121
H 5.816 2.333 0.549
H 7.017 0.510 -0.628
H 5.776 -1.511 -1.418
H 3.334 -1.714 -1.029

For the relative energy (zero: lowest compared OMol25 entry of this formula, charge and spin), the calculation gives 0.0 kJ/mol. As for the multiplicity: 3. The net charge is +2. Its frontier orbital gap (alpha / beta) is 6.36 / 6.36 eV. As for the expectation value of S²: 2.01.

Here are the Mulliken charges for atoms 1 to 4, given in e: -0.76, -0.37, 0.45, -0.03

***

Molecular formula: C3H5FS
Method: DFT, ωB97M-V/def2-TZVPD

Geometry (Å):
C 2.123 0.637 0.865
C 1.193 0.092 0.099
C -1.584 -0.174 1.223
F 1.402 -1.044 -0.588
S -0.711 0.832 0.016
H 1.798 1.554 1.393
H 3.018 0.201 0.746
H -1.280 -0.104 2.307
H -1.579 -1.167 0.887
H -2.511 0.455 1.324

For the relative energy (zero: lowest compared OMol25 entry of this formula, charge and spin), the calculation gives 144.0 kJ/mol. Its structure (SMILES) is C=C(F)SC. Its frontier orbital gap is 10.01 eV.

Here are the Mulliken charges for atoms 1 to 4, given in e: -0.64, 0.27, -0.72, -0.25

***

Molecular formula: C9H12N4
Method: DFT, ωB97M-V/def2-TZVPD

Geometry (Å):
C 0.038 1.650 -1.113
C -0.027 0.667 0.045
C -0.061 1.481 1.289
C -1.396 -1.420 -0.601
C -2.695 -1.863 -0.484
C -2.571 0.042 0.466
C 2.342 -0.108 -0.638
C 3.123 -1.101 -0.304
C 1.325 -1.303 0.872
H 0.920 2.255 -0.888
H -0.849 2.320 -1.048
H 0.235 1.156 -2.092
H -0.006 0.860 2.157
H -0.901 2.194 1.287
H 0.871 2.150 1.305
H -0.426 -1.801 -1.014
H -3.133 -2.803 -0.728
H -2.782 0.922 1.072
H 2.472 0.688 -1.441
H 4.232 -1.154 -0.450
H 0.442 -1.594 1.436
N -1.294 -0.189 -0.080
N -3.371 -0.939 0.215
N 1.037 -0.270 0.028
N 2.472 -1.839 0.710

For the relative energy (zero: lowest compared OMol25 entry of this formula, charge and spin), the calculation gives 106.9 kJ/mol. Its structure (SMILES) is CC(C)(n1ccnc1)n1ccnc1. Its frontier orbital gap is 9.26 eV.

Here are the Mulliken charges for atoms 1 to 4, given in e: -1.72, 1.03, -1.64, -0.09